# 1
C17H28N2O4 | the ωB97M-V functional and the def2-TZVPD basis

XYZ file:
```
51
Properties=species:S:1:pos:R:3:forces:R:3
C -0.9634 -2.9312 2.8864 0.173 -0.079 0.208
H -1.6426 -2.9704 3.7365 0.086 -0.019 -0.027
O -1.6902 -2.3232 1.8488 -0.124 0.152 -0.500
C -1.1072 -2.2278 0.6170 -0.325 0.119 0.053
C 0.2112 -2.5437 0.3352 -0.088 -0.025 0.064
C 0.7329 -2.3708 -0.9437 -0.028 0.000 -0.061
C -0.0901 -1.8786 -1.9421 0.164 -0.130 0.150
C -1.4119 -1.5559 -1.6785 -0.234 -0.014 0.144
C -1.9344 -1.7252 -0.4084 0.086 -0.155 0.163
O -3.2223 -1.4232 -0.0420 0.208 -0.227 0.174
C -3.9096 -0.4760 -0.8300 -0.121 0.177 -0.315
H -4.8557 -0.2981 -0.3107 0.094 -0.012 -0.102
H -4.1331 -0.8506 -1.8354 0.088 0.117 0.104
C -3.1321 0.8480 -0.9462 -0.228 -0.507 0.265
O -3.1793 1.5345 -1.9448 -0.040 0.162 -0.349
N -2.4293 1.1149 0.1659 0.044 0.033 0.519
H -2.4936 0.4388 0.9139 -0.008 -0.030 -0.126
C -1.4051 2.1499 0.3099 0.129 0.253 -0.170
C -0.7992 1.9867 1.7031 -0.151 0.031 -0.257
H -0.0062 2.7147 1.8513 0.076 0.088 0.019
H -1.5566 2.1399 2.4691 -0.068 0.010 0.122
H -0.3850 0.9859 1.8221 0.086 -0.164 0.025
C -2.0481 3.5291 0.1607 0.069 -0.158 -0.015
H -2.8000 3.6826 0.9315 -0.071 0.032 0.103
H -2.5252 3.6052 -0.8120 -0.025 0.055 -0.058
H -1.2913 4.3036 0.2468 0.105 0.129 0.029
C -0.3321 1.9436 -0.7634 -0.162 0.076 0.092
H 0.4869 2.6419 -0.6150 0.121 0.078 0.017
H 0.0510 0.9248 -0.7190 0.090 -0.123 0.027
H -0.7629 2.1028 -1.7479 0.003 -0.003 -0.111
H -2.0239 -1.1599 -2.4723 -0.130 0.068 -0.078
H 0.2981 -1.7373 -2.9401 0.040 0.020 -0.137
C 2.1985 -2.6113 -1.2222 -0.034 0.047 -0.148
N 2.9525 -1.3848 -1.4434 0.090 0.091 -0.162
H 2.5534 -0.8857 -2.2336 0.057 -0.041 0.046
C 2.9925 -0.5020 -0.2929 0.075 0.222 -0.083
C 3.7089 0.7968 -0.6572 -0.076 -0.034 0.459
H 3.1419 1.3196 -1.4309 0.015 0.052 -0.069
H 4.6909 0.5503 -1.0610 0.054 -0.017 -0.057
C 3.8818 1.7323 0.5411 0.355 -0.226 -0.334
O 2.6746 2.3138 0.9728 -0.511 0.081 0.174
H 2.0465 1.6082 1.1643 0.008 0.075 0.006
H 4.3608 1.1885 1.3691 0.048 0.065 -0.095
H 4.5225 2.5730 0.2657 0.023 -0.114 0.055
H 3.5459 -1.0207 0.4983 -0.045 0.060 0.052
H 1.9804 -0.2795 0.0947 0.115 -0.040 0.031
H 2.3122 -3.2236 -2.1211 -0.007 -0.065 0.122
H 2.6630 -3.1391 -0.3848 -0.041 -0.072 -0.062
H 0.8589 -2.9187 1.1128 0.043 -0.035 0.121
H -0.6559 -3.9476 2.6215 -0.001 0.039 -0.005
H -0.0790 -2.3446 3.1602 -0.030 -0.039 -0.024
```
Forces are in eV/Å.

The calculation puts the energy above the lowest of the compared OMol25 structures with the same formula, charge and spin at 106.9 kJ/mol. Its SMILES is COc1cc(CNCCCO)ccc1OCC(=O)NC(C)(C)C. As for the largest force on an atom: 0.62 eV/A. Its orbital gap is 8.89 eV. As for the total energy: -1075.0460 a.u.

---

# 2
C17H28N4O2S | the ωB97M-V functional and the def2-TZVPD basis

XYZ file:
```
52
Properties=species:S:1:pos:R:3:forces:R:3
C -4.8105 -2.9097 -0.6854 -0.018 0.215 -0.110
H -3.9690 -3.1571 -1.3260 0.084 -0.102 -0.029
H -5.6950 -3.4294 -1.0455 -0.093 -0.050 -0.027
H -4.5813 -3.2494 0.3203 0.030 -0.083 0.084
C -5.0533 -1.4032 -0.6842 -0.255 -0.244 0.057
C -3.8425 -0.6783 -0.2110 -0.077 0.954 -0.279
N -2.8328 -1.2223 0.3612 -0.754 -1.280 -0.234
N -1.8775 -0.3709 0.7204 1.224 0.990 0.510
C -2.1584 0.8529 0.4149 -0.933 -0.018 -0.428
N -1.3118 1.8917 0.6882 0.174 -0.038 0.185
C -1.5413 3.1756 0.2701 0.490 0.087 0.529
O -2.5779 3.5066 -0.2516 -0.222 0.265 -0.236
C -0.3667 4.0984 0.5289 -0.077 0.096 -0.199
H -0.7316 5.1259 0.5370 -0.017 -0.108 0.072
H 0.0720 3.8702 1.5022 -0.024 0.030 0.016
C 0.6735 3.9425 -0.5926 -0.046 -0.062 -0.151
C 1.0869 2.4903 -0.8134 0.097 0.538 0.114
O 0.8339 1.8880 -1.8319 -0.124 -0.119 -0.361
N 1.7114 1.9175 0.2465 0.170 -0.155 0.311
H 2.0295 2.5018 1.0050 -0.019 0.092 -0.090
C 2.2675 0.5686 0.1883 0.083 -0.105 0.142
C 3.7942 0.6844 0.1791 -0.086 -0.170 -0.125
C 4.5807 -0.5948 -0.1264 0.007 0.120 -0.051
H 5.5883 -0.2804 -0.4102 -0.003 -0.038 0.078
C 3.9957 -1.4660 -1.2453 0.150 -0.219 0.160
H 3.3736 -0.8630 -1.9070 -0.022 0.037 -0.140
H 4.8219 -1.8462 -1.8514 -0.046 0.058 -0.058
C 3.2129 -2.6873 -0.7555 -0.200 0.159 -0.215
H 3.8609 -3.2720 -0.0963 0.034 -0.063 0.002
C 1.8868 -2.4335 -0.0344 0.216 -0.186 0.116
C 2.0191 -1.7480 1.3313 -0.165 0.092 0.012
H 3.0233 -1.9007 1.7243 0.020 -0.062 0.082
H 1.3320 -2.2243 2.0338 0.070 -0.006 0.040
C 1.6642 -0.2588 1.3255 0.121 -0.094 -0.191
H 0.5755 -0.1953 1.2364 0.062 0.006 0.050
H 1.9560 0.1787 2.2855 -0.040 0.102 0.060
H 1.2139 -1.8616 -0.6733 -0.126 -0.009 -0.088
H 1.4197 -3.4095 0.1141 -0.073 0.043 -0.049
H 2.9979 -3.3098 -1.6281 0.050 -0.079 0.028
H 4.6894 -1.1944 0.7763 0.089 -0.025 0.020
H 4.1292 1.0814 1.1425 -0.002 0.125 0.024
H 4.0426 1.4251 -0.5872 0.000 0.029 0.050
H 1.9244 0.1715 -0.7690 0.050 0.041 0.114
H 1.5548 4.5436 -0.3586 -0.008 0.013 -0.022
H 0.2469 4.3000 -1.5306 0.087 -0.052 0.045
H -0.4115 1.6257 1.0694 -0.071 0.125 -0.080
S -3.6941 1.0749 -0.3719 0.325 -0.836 0.258
C -6.2438 -1.0361 0.2081 0.060 -0.006 -0.222
H -7.1411 -1.5390 -0.1437 -0.125 -0.031 -0.008
H -6.0507 -1.3448 1.2331 0.012 -0.014 0.114
H -6.4176 0.0376 0.1932 -0.095 0.080 0.067
H -5.2701 -1.0672 -1.7051 0.014 -0.045 0.053
```
Forces are in eV/Å.

The calculation puts the energy above the lowest of the compared OMol25 structures with the same formula, charge and spin at 30.8 kJ/mol. Its SMILES is CC(C)c1nnc(NC(=O)CCC(=O)NC2CCCCCCC2)s1. As for the largest force on an atom: 1.66 eV/A. Its orbital gap is 9.43 eV. As for the total energy: -1432.3144 a.u.

---

# 3
C17H28NO2P2TeW | the ωB97M-V functional and the def2-TZVPD basis

XYZ file:
```
52
Properties=species:S:1:pos:R:3:forces:R:3
W 0.7273 0.2351 0.2626 0.202 2.229 1.400
P -1.4913 -0.1493 -0.1873 -3.308 0.036 -1.036
C -1.6462 0.5460 -1.9770 -1.276 1.249 1.964
C -0.4013 1.2139 -2.4190 0.463 -0.488 -1.020
N 0.7368 1.0644 -1.7028 -0.778 -1.104 0.367
C 1.9404 1.3096 -2.2539 -0.438 2.127 -0.324
C 1.9814 2.0504 -3.4254 0.977 -1.032 -0.121
C 0.8306 2.2460 -4.1879 0.306 0.567 -0.157
C -0.3551 1.7577 -3.6873 -0.722 0.186 0.180
C 3.1100 0.8920 -1.4349 0.222 -0.461 0.167
P 2.6498 -0.7080 -0.5397 3.696 -0.423 -1.935
H -1.2880 1.7974 -4.2380 0.167 0.099 -0.180
H 2.9685 2.2974 -3.7854 -0.020 0.282 -0.289
H 0.8596 2.7674 -5.1576 0.098 -0.357 0.539
H 3.9133 0.6146 -2.1189 0.300 0.055 0.172
H 3.5191 1.6369 -0.7245 -0.325 -0.158 -0.358
H -2.1207 0.0174 -2.7951 0.302 -1.157 0.066
H -2.4310 1.3254 -1.8168 0.503 -0.209 0.019
H -1.3521 -2.5380 -3.1631 0.282 -0.254 -0.209
O -1.7144 -2.4116 -4.0468 1.935 0.709 -1.533
H -0.9144 -2.3383 -4.6927 -2.137 -0.392 1.812
H 0.4571 -1.4801 -0.4738 -0.511 -3.036 -0.926
O 0.1033 -2.6333 -1.1448 1.785 0.034 0.923
H 0.5122 -3.5097 -0.7961 -0.561 2.132 -0.325
C 2.8270 -2.0034 -1.7851 -0.798 -0.235 -0.212
H 3.6825 -1.8037 -2.4658 -0.470 -0.175 0.596
H 2.9367 -2.9570 -1.2253 0.144 0.469 -0.508
H 1.8560 -2.0449 -2.3191 0.862 -0.116 -0.045
C 4.0617 -0.9445 0.5515 -0.003 -0.147 0.931
H 3.8896 -1.8551 1.1342 0.138 0.042 -0.004
H 4.9887 -1.0753 -0.0217 -0.309 0.030 -0.151
H 4.2157 -0.1171 1.2525 -0.108 -0.076 -0.114
C -2.5021 1.1257 0.7378 0.541 0.078 0.268
H -3.4960 1.0402 0.2622 0.336 0.198 0.158
H -2.6069 0.9667 1.8334 0.251 -0.261 -0.735
H -2.0793 2.1424 0.5914 -0.387 -0.488 -0.091
C -2.1847 -1.7811 0.0067 -0.024 -0.738 -0.512
H -2.3974 -2.0732 1.0574 0.401 0.353 -0.582
H -3.1307 -1.8127 -0.5473 0.072 -0.027 0.050
H -1.3929 -2.4351 -0.5197 -1.821 0.692 1.149
Te 0.9576 -0.2959 2.7661 -0.563 -0.080 1.112
C -0.7198 0.4122 3.9711 -0.863 0.432 0.290
C -1.7395 -0.4768 4.3447 0.475 -0.094 0.104
C -2.6950 -0.0534 5.2909 0.375 0.203 -0.327
C -2.6313 1.2487 5.8088 -0.054 0.069 -0.365
C -1.6441 2.1492 5.3774 -0.019 -0.402 -0.243
C -0.6888 1.7363 4.4335 0.368 -0.385 0.078
H -1.7326 -1.4987 3.9555 -0.200 0.268 0.266
H -3.4790 -0.7450 5.6203 0.380 0.298 -0.185
H -3.3981 1.5864 6.5129 0.407 -0.186 -0.161
H -1.6091 3.1681 5.7764 -0.006 -0.423 -0.206
H 0.1169 2.3936 4.1054 -0.290 0.069 0.246
```
Forces are in eV/Å.

The calculation puts the energy above the lowest of the compared OMol25 structures with the same formula, charge and spin at 47.3 kJ/mol. As for the largest force on an atom: 4.19 eV/A. The total charge is +3. Its orbital gap (alpha / beta) is 5.06 / 4.92 eV. As for the total energy: -1886.4279 a.u. Its multiplicity is 3.

---

# 4
C17H28NO5P2S3Ti | the ωB97M-V functional and the def2-TZVPD basis

XYZ file:
```
57
Properties=species:S:1:pos:R:3:forces:R:3
Ti -0.2560 0.1430 0.5078 -0.325 1.024 0.785
C 3.0377 -0.3169 -1.3554 -0.064 -0.009 0.018
P 2.4169 0.2597 0.2463 -0.133 -0.235 -0.038
C 3.2986 -0.7340 1.4833 0.014 0.020 -0.023
C 3.1006 1.9465 0.4562 -0.066 0.107 0.097
C 2.2797 2.7517 1.4760 0.046 -0.121 -0.044
P 0.5240 2.7111 0.9585 0.298 0.044 -0.840
C -0.3477 3.9116 2.0087 -0.097 0.012 -0.007
C 0.5447 3.6041 -0.6324 0.010 0.017 0.020
H 4.1209 -0.2192 -1.4250 0.015 0.007 0.027
H 2.5673 0.2569 -2.1538 0.015 -0.015 -0.024
H 2.7545 -1.3620 -1.4785 -0.016 -0.004 -0.022
H 4.3755 -0.6865 1.3190 0.003 0.012 -0.018
H 2.9621 -1.7673 1.4180 0.022 -0.017 0.009
H 3.0654 -0.3668 2.4827 0.003 -0.016 0.021
H 3.0638 2.4362 -0.5183 0.024 0.011 -0.015
H 4.1521 1.8856 0.7401 0.008 -0.004 0.040
H 2.6373 3.7810 1.5340 -0.031 0.034 0.018
H 2.3513 2.3214 2.4783 0.034 -0.026 0.004
H 0.1961 4.8569 2.0131 0.019 0.001 -0.075
H -0.4638 3.5695 3.0332 0.029 0.009 -0.003
H -1.3365 4.0772 1.5744 -0.021 -0.009 0.065
H 1.0627 4.5604 -0.5485 0.009 0.005 0.020
H -0.4900 3.7746 -0.9265 0.011 0.019 -0.027
H 1.0087 3.0083 -1.4174 -0.015 -0.013 -0.002
C -5.8051 4.9469 2.2876 0.043 -0.058 -0.046
C -5.0181 3.8742 1.5843 -0.032 0.007 0.063
C -4.6520 2.7028 2.2423 -0.022 0.045 -0.060
C -3.9531 1.7012 1.5834 -0.052 0.087 -0.128
C -3.6169 1.8865 0.2499 -0.001 -0.205 0.188
C -3.9796 3.0391 -0.4367 0.049 0.022 -0.073
C -4.6716 4.0245 0.2389 -0.043 0.058 0.018
S -2.6870 0.6714 -0.6123 0.178 -0.279 0.293
O -3.3636 0.2505 -1.7915 0.000 0.005 -0.059
O -1.3371 1.3199 -0.8241 -0.017 0.224 0.071
N -2.2513 -0.4503 0.4313 -0.096 -0.143 -0.185
C -2.3619 -1.8497 0.0260 0.093 0.105 -0.213
C -1.0563 -2.2816 -0.6621 -0.111 -0.366 -0.153
O -0.8900 -3.3512 -1.1589 0.002 0.131 0.070
O -0.0904 -1.3237 -0.6262 0.074 0.186 -0.196
H -5.7674 4.8245 3.3685 0.008 0.005 -0.002
H -6.8528 4.9076 1.9832 0.008 -0.007 -0.002
H -5.4301 5.9382 2.0339 0.000 -0.004 0.012
H -4.9258 2.5655 3.2814 0.004 0.004 -0.015
H -3.6774 0.7881 2.0874 0.010 -0.042 0.015
H -3.7313 3.1551 -1.4849 -0.005 0.008 0.019
H -4.9628 4.9269 -0.2850 0.006 -0.014 -0.008
H -3.1936 -2.0337 -0.6533 0.001 0.037 -0.037
H -2.4963 -2.4782 0.9046 0.006 -0.003 0.021
C -0.7719 -0.1158 5.7303 -0.027 0.078 0.091
O -0.3550 -0.9781 4.6491 -0.035 0.162 0.034
C -0.4009 -0.5190 3.4335 0.014 -0.546 -0.165
S -0.9029 0.9989 2.9618 -0.105 0.208 0.158
S 0.0570 -1.5672 2.1739 0.221 -0.444 0.388
H -0.5759 -0.6732 6.6386 0.005 -0.043 -0.020
H -1.8325 0.1105 5.6402 -0.010 -0.050 -0.042
H -0.1973 0.8082 5.7156 0.045 -0.019 -0.022
```
Forces are in eV/Å.

The calculation puts the energy above the lowest of the compared OMol25 structures with the same formula, charge and spin at 0.0 kJ/mol. As for the largest force on an atom: 1.33 eV/A. The total charge is +1. Its orbital gap is 7.66 eV. As for the total energy: -3822.1916 a.u.